# 1
Here is the molecule C3H4N2 from the OMol25 dataset. Energies are from wB97M-V/def2-TZVPD.

Properties
**HOMO-LUMO gap (spin up / spin down)**: 8.761 / 9.265 eV
**ΔE to the lowest compared entry with this formula, charge and spin**: 376.87 kJ/mol
**LUMO (spin up / spin down)**: -0.9 / -1.3 eV
**E_HOMO (spin up / spin down)**: -9.620 / -10.516 eV
**Energy**: -226.0816 Eh

Last column: natural (NBO) charge in e.
CARTESIAN COORDINATES (ANGSTROEM)
C (-0.401, 1.454, 1.065)  0.21
C (0.584, -0.299, -0.655)  -0.31
C (-0.496, 0.497, 0.035)  -0.14
N (-0.586, 2.266, 1.883)  -0.25
N (0.433, -1.410, 0.344)  -0.45
H (0.459, -0.599, -1.753)  0.20
H (1.588, 0.039, -0.669)  0.22
H (-1.453, 0.173, -0.101)  0.22
H (-0.130, -2.121, -0.149)  0.31

# 2
Here is the molecule C3H4N2 from the OMol25 dataset. Energies are from wB97M-V/def2-TZVPD.

Properties
**SMILES**: N#C[C@H]1CN1
**HOMO-LUMO gap**: 10.685 eV
**ΔE to the lowest compared entry with this formula, charge and spin**: 344.41 kJ/mol
**LUMO**: 0.5 eV
**E_HOMO**: -10.203 eV
**Energy**: -226.0940 Eh

Last column: natural (NBO) charge in e.
CARTESIAN COORDINATES (ANGSTROEM)
N (-0.649, -1.958, 1.158)  -0.32
C (-0.522, -1.039, 0.457)  0.25
C (-0.360, 0.477, 0.013)  -0.18
C (1.095, 1.117, -0.049)  -0.23
N (0.278, 0.758, -1.263)  -0.60
H (-1.282, 1.146, -0.114)  0.25
H (1.982, 0.418, -0.219)  0.25
H (1.146, 2.083, 0.335)  0.21
H (-0.520, 1.412, -1.789)  0.36

Question: The highest energy belongs to which entry?
Answer: number 1

Question: energy of number 2 (C3H4N2)?
Answer: -226.0940 Eh

What did the first record say?
Here is the molecule C3H4N2 from the OMol25 dataset. Energies are from wB97M-V/def2-TZVPD.

Properties
**HOMO-LUMO gap (spin up / spin down)**: 8.761 / 9.265 eV
**ΔE to the lowest compared entry with this formula, charge and spin**: 376.87 kJ/mol
**LUMO (spin up / spin down)**: -0.9 / -1.3 eV
**E_HOMO (spin up / spin down)**: -9.620 / -10.516 eV
**Energy**: -226.0816 Eh

Last column: natural (NBO) charge in e.
CARTESIAN COORDINATES (ANGSTROEM)
C (-0.401, 1.454, 1.065)  0.21
C (0.584, -0.299, -0.655)  -0.31
C (-0.496, 0.497, 0.035)  -0.14
N (-0.586, 2.266, 1.883)  -0.25
N (0.433, -1.410, 0.344)  -0.45
H (0.459, -0.599, -1.753)  0.20
H (1.588, 0.039, -0.669)  0.22
H (-1.453, 0.173, -0.101)  0.22
H (-0.130, -2.121, -0.149)  0.31